Below is C4H7NO in the gas phase, with properties calculated with ωB97M-V with the def2-TZVPD basis set.

Summary:
Electronic energy   -286.58958 a.u.
Gap between HOMO and LUMO   10.8 eV
Largest force on an atom   0.51 eV/Å
Net charge   0
Energy relative to the best compared isomer or geometry (same formula, charge and spin)   26.4 kcal per mole

```
13
C4H7NO | the Open Molecules 2025 dataset | ωB97M-V with the def2-TZVPD basis set
C -1.65 -0.24 0.18
C -0.25 -0.17 -0.40
C 0.61 1.05 -0.01
C 1.77 0.07 -0.02
O 2.96 0.13 -0.17
N 0.86 -0.97 0.19
H -2.06 -1.25 0.12
H -1.66 0.10 1.22
H -2.31 0.42 -0.40
H -0.26 -0.36 -1.48
H 0.56 2.03 -0.48
H 0.45 1.16 1.07
H 0.98 -1.97 0.19
```

=====

Below is C11H14BBeN7S as an isolated structure at a distorted geometry, with properties calculated with ωB97M-V with the def2-TZVPD basis set.

Summary:
Electronic energy   -1248.56241 a.u.
Gap between HOMO and LUMO   4.1 eV
Largest force on an atom   2.86 eV/Å
Net charge   0
Energy relative to the best compared isomer or geometry (same formula, charge and spin)   104.0 kcal per mole

```
35
C11H14BBeN7S | the Open Molecules 2025 dataset | ωB97M-V with the def2-TZVPD basis set
H 2.95 -1.99 -0.63
N 1.08 -1.08 -1.13
B -0.97 -0.04 -2.30
N 0.38 -0.90 -2.33
C 1.07 -1.47 -3.33
Be 0.19 -0.35 -0.01
H 0.72 -1.43 -4.36
C 2.24 -2.02 -2.79
H 3.01 -2.54 -3.32
C 2.22 -1.74 -1.41
H -1.48 0.01 -3.37
C 0.57 0.91 4.15
H 0.77 0.94 5.21
H -0.30 0.27 3.95
H 0.35 1.87 3.70
N -0.60 1.31 -1.65
N -1.87 -0.76 -1.19
N 0.05 1.27 -0.43
N -1.29 -0.94 0.08
C -0.75 2.60 -2.00
C -3.12 -1.24 -1.16
H -1.24 2.83 -2.92
H -3.78 -1.19 -2.03
C -0.20 3.40 -1.02
C -3.38 -1.70 0.13
C 0.29 2.54 -0.05
C -2.22 -1.49 0.88
H -0.18 4.48 -1.04
H -4.30 -2.14 0.48
H 0.80 2.79 0.85
H -2.00 -1.72 1.93
H 2.58 1.61 3.83
S 2.21 0.31 3.36
C 2.82 -0.86 4.55
N 3.36 -1.52 5.37
```